Entry 1:
7 unconnected molecules or ions with the total composition C34H83Cl4N5 at a distorted geometry, computed with ωB97M-V with the def2-TZVPD basis set.

The geometry in ORCA input format:
```
! RIJCOSX wB97M-V def2-TZVPD def2/J DEFGRID3
* xyz 0 1
C -4.49 -0.07 2.07
C -4.59 -0.54 0.49
N -3.69 0.46 -0.24
C -3.27 0.00 -1.55
C -4.36 -0.68 -2.31
C -4.26 1.81 -0.36
C -3.04 2.81 -0.55
H -4.90 -0.85 2.71
H -4.95 0.86 2.11
H -3.55 0.15 2.33
H -5.54 -0.61 0.23
H -4.27 -1.52 0.52
H -2.52 -0.72 -1.34
H -2.81 0.61 -2.02
H -5.10 -1.28 -1.91
H -3.87 -1.43 -3.06
H -4.74 -0.06 -2.82
H -4.62 2.22 0.54
H -5.01 1.87 -1.10
H -2.28 2.36 -1.00
H -2.61 3.11 0.52
H -3.15 3.78 -0.85
C 4.47 -3.67 -0.36
C 4.04 -2.53 -1.28
N 5.11 -1.62 -1.74
C 4.85 -0.87 -2.93
C 3.57 -0.49 -3.29
C 5.41 -0.65 -0.60
C 6.91 -0.45 -0.49
H 4.84 -3.28 0.62
H 5.13 -4.31 -1.12
H 3.74 -4.32 -0.10
H 3.22 -1.88 -0.68
H 3.59 -3.22 -2.14
H 4.96 -1.65 -3.54
H 5.72 -0.41 -3.04
H 2.65 -0.96 -2.87
H 3.75 -0.43 -4.32
H 3.35 0.40 -2.89
H 5.04 -1.04 0.27
H 4.67 0.34 -0.81
H 7.45 -1.41 -0.53
H 7.00 0.23 0.24
H 7.21 -0.03 -1.37
C -3.12 -3.49 -5.49
C -2.58 -2.10 -4.79
N -1.45 -1.54 -5.53
C -1.70 -1.18 -6.82
C -2.73 -0.32 -7.21
C -1.01 -0.34 -4.79
C 0.02 -0.86 -3.76
H -2.53 -4.36 -5.56
H -3.65 -3.45 -6.42
H -3.78 -4.04 -4.79
H -2.46 -2.22 -3.86
H -3.44 -1.48 -4.93
H -1.94 -2.09 -7.32
H -0.68 -1.14 -7.42
H -3.51 -0.18 -6.71
H -3.15 -0.50 -8.28
H -2.49 0.59 -7.32
H -1.73 0.42 -4.23
H -0.24 0.29 -5.43
H 0.79 -1.28 -4.20
H -0.18 -1.67 -3.03
H 0.45 -0.10 -2.91
C 0.31 -3.27 -0.66
C -0.62 -3.74 0.58
N -0.01 -3.21 1.88
C -0.87 -2.89 2.86
C -1.93 -3.68 3.15
C 0.86 -4.25 2.28
C 1.91 -3.71 3.33
H -0.13 -3.60 -1.51
H 1.19 -3.49 -0.50
H 0.38 -2.24 -0.84
H -0.88 -4.94 0.46
H -1.89 -3.61 0.41
H -1.41 -2.02 2.26
H -0.40 -2.37 3.66
H -2.39 -4.45 2.52
H -2.77 -3.00 2.99
H -2.04 -4.17 3.98
H 1.30 -4.54 1.35
H 0.42 -5.09 2.90
H 1.33 -3.15 4.23
H 2.58 -2.91 2.94
H 2.66 -4.33 3.56
C 0.54 4.47 0.69
C 0.14 4.68 2.16
N 0.95 5.59 2.97
C 0.49 6.08 4.18
C -0.36 5.29 5.03
C 2.20 4.76 3.24
C 3.26 5.84 3.07
H 1.35 3.71 0.74
H 0.74 5.19 0.24
H -0.40 4.06 0.05
H -0.18 3.80 2.53
H -0.85 5.19 2.18
H -0.14 6.69 3.71
H 1.14 6.74 4.67
H -1.06 4.46 4.83
H -1.06 5.89 5.59
H 0.16 4.91 5.93
H 2.55 3.82 2.52
H 2.13 4.31 4.20
H 3.39 6.12 2.09
H 4.08 5.31 3.09
H 3.09 6.75 3.74
Cl 2.33 1.37 1.58
C 1.23 0.08 1.19
C 0.11 0.74 0.45
Cl 0.61 1.26 -1.15
H 0.84 -0.04 2.31
H 1.71 -0.86 0.75
H -0.35 1.44 1.20
H -0.56 0.09 0.35
Cl -1.14 1.12 3.68
C -0.13 1.48 5.04
C -0.81 1.61 6.35
Cl 0.16 1.95 7.69
H 0.65 2.34 4.65
H 0.53 0.63 5.12
H -1.37 0.60 6.75
H -1.51 2.27 6.11
*
```

LUMO ... 0.0191 Eh
SMILES ... CCN(CC)CC.CCN(CC)CC.CCN(CC)CC.CCN(CC)CC.CCN(CC)CC.ClCCCl.ClCCCl
Strongest force on any atom ... 14.6 eV/A
Relative energy (zero: lowest compared OMol25 entry of this formula, charge and spin) ... 679.4 kJ/mol
E_HOMO ... -8.13 eV


Entry 2:
10 unconnected molecules or ions with the total composition C34H85N17O10 at a distorted geometry, computed with ωB97M-V with the def2-TZVPD basis set.

The geometry in ORCA input format:
```
! RIJCOSX wB97M-V def2-TZVPD def2/J DEFGRID3
* xyz 0 1
C 2.42 2.36 2.79
C 1.54 1.55 1.72
C 0.06 1.88 1.98
C 1.89 2.11 0.32
C 1.43 1.23 -0.85
C 1.87 -0.20 -0.68
C 1.43 -0.82 0.64
C -0.09 -1.13 0.63
C 2.21 -2.22 0.72
N 2.01 0.08 1.70
O 2.03 -0.51 2.94
H 2.29 3.44 2.70
H 2.08 2.06 3.78
H 3.45 1.99 2.80
H -0.38 1.35 2.83
H 0.05 2.94 2.26
H -0.64 1.76 1.15
H 1.20 2.95 0.21
H 2.81 2.67 0.14
H 0.35 1.29 -0.87
H 1.80 1.68 -1.77
H 2.95 -0.28 -0.84
H 1.45 -0.83 -1.47
H -0.75 -0.57 -0.03
H -0.46 -0.91 1.63
H -0.19 -2.21 0.46
H 1.79 -2.76 1.57
H 3.28 -2.17 0.91
H 2.18 -2.72 -0.24
H 2.99 -0.52 3.03
C -6.53 2.11 0.66
C -5.25 1.91 -0.26
C -4.08 2.22 0.75
C -5.19 0.32 -0.59
C -4.18 -0.04 -1.73
C -4.48 0.87 -2.93
C -4.37 2.40 -2.65
C -2.90 2.80 -2.55
C -5.02 3.29 -3.77
N -5.22 2.71 -1.47
O -5.32 4.04 -1.12
H -6.65 3.18 0.79
H -7.36 1.82 0.01
H -6.47 1.52 1.58
H -3.07 2.38 0.36
H -4.33 3.17 1.21
H -4.16 1.41 1.47
H -4.96 -0.14 0.37
H -6.19 -0.11 -0.66
H -3.18 0.07 -1.31
H -4.15 -1.09 -2.01
H -5.30 0.45 -3.52
H -3.71 0.65 -3.66
H -2.38 2.28 -3.36
H -2.52 2.24 -1.70
H -2.71 3.87 -2.55
H -6.05 3.01 -3.98
H -4.30 3.19 -4.58
H -4.90 4.32 -3.45
H -5.81 4.43 -1.84
C 2.04 -3.10 -5.79
C 0.83 -2.60 -5.03
C 1.12 -1.31 -4.19
C -0.23 -2.07 -6.13
C -1.67 -2.20 -5.74
C -1.82 -3.62 -5.19
C -1.16 -3.94 -3.85
C -1.70 -3.10 -2.70
C -1.41 -5.46 -3.56
N 0.28 -3.67 -4.14
O 1.20 -4.15 -3.15
H 2.41 -2.44 -6.57
H 2.81 -3.42 -5.10
H 1.80 -4.05 -6.26
H 2.00 -1.28 -3.54
H 1.17 -0.35 -4.71
H 0.32 -1.10 -3.47
H -0.14 -1.02 -6.38
H -0.18 -2.57 -7.10
H -2.01 -1.52 -4.96
H -2.33 -2.15 -6.60
H -1.40 -4.31 -5.91
H -2.89 -3.85 -5.12
H -1.33 -3.33 -1.71
H -2.77 -3.27 -2.59
H -1.68 -2.02 -2.87
H -2.45 -5.78 -3.70
H -1.11 -5.56 -2.51
H -0.84 -6.15 -4.18
H 1.25 -3.52 -2.43
N -0.71 -3.92 2.87
C -0.65 -4.86 2.00
N -1.72 -5.58 1.87
O 0.35 -5.09 1.31
H 0.10 -3.31 2.94
H -1.52 -3.90 3.47
H -2.47 -5.65 2.53
H -1.85 -6.20 1.08
N -2.40 4.80 1.41
C -1.17 5.03 0.92
N -1.11 4.60 -0.31
O -0.27 5.60 1.56
H -3.09 4.22 0.96
H -2.53 5.11 2.36
H -0.59 5.20 -0.94
H -1.80 3.93 -0.63
N 5.03 -0.03 0.90
C 6.23 0.47 0.89
N 6.71 0.78 -0.25
O 6.79 0.64 1.93
H 4.70 -0.33 1.81
H 4.43 -0.18 0.10
H 6.12 0.78 -1.07
H 7.72 0.85 -0.28
N 5.36 1.40 4.51
C 4.58 0.45 4.85
N 3.87 0.61 5.95
O 4.45 -0.54 4.18
H 5.46 2.20 5.11
H 5.84 1.33 3.62
H 3.43 -0.24 6.29
H 4.07 1.22 6.72
N 2.26 6.04 0.31
C 2.33 6.31 -1.00
N 3.56 6.75 -1.27
O 1.49 6.07 -1.87
H 3.03 6.42 0.84
H 1.46 5.74 0.85
H 3.80 7.08 -2.19
H 4.08 6.95 -0.42
N -0.73 -1.05 6.75
C 0.11 -1.39 5.82
N -0.16 -0.83 4.65
O 0.91 -2.30 6.06
H -0.83 -1.58 7.60
H -1.56 -0.52 6.52
H -0.54 0.10 4.76
H 0.49 -1.01 3.90
N 3.03 -3.16 4.02
C 3.17 -4.48 4.32
N 2.90 -4.58 5.56
O 3.68 -5.30 3.57
H 3.32 -2.79 3.13
H 2.73 -2.60 4.81
H 2.41 -3.83 6.02
H 3.27 -5.31 6.15
*
```

LUMO ... 0.0060 Eh
SMILES ... CC1(C)CCCC(C)(C)N1O.CC1(C)CCCC(C)(C)N1O.CC1(C)CCCC(C)(C)N1O.NC(N)=O.NC(N)=O.NC(N)=O.NC(N)=O.NC(N)=O.NC(N)=O.NC(N)=O
Strongest force on any atom ... 7.2 eV/A
Relative energy (zero: lowest compared OMol25 entry of this formula, charge and spin) ... 569.3 kJ/mol
E_HOMO ... -7.98 eV


Entry 3:
17 unconnected molecules or ions with the total composition C34H85N17O17 at a distorted geometry, computed with ωB97M-V with the def2-TZVPD basis set.

The geometry in ORCA input format:
```
! RIJCOSX wB97M-V def2-TZVPD def2/J DEFGRID3
* xyz 0 1
O 2.19 -1.91 -3.61
C 2.36 -0.65 -3.63
N 2.25 -0.03 -4.79
C 2.81 0.11 -2.39
H 2.18 -0.44 -5.69
H 2.19 0.97 -4.89
H 3.33 1.06 -2.59
H 3.47 -0.52 -1.80
H 1.97 0.35 -1.75
O 3.58 2.27 1.02
C 2.96 3.18 0.42
N 1.94 2.89 -0.35
C 3.36 4.62 0.38
H 1.36 3.57 -0.81
H 1.54 1.90 -0.43
H 2.57 5.30 0.61
H 3.87 4.94 -0.52
H 4.14 4.73 1.20
O -0.23 2.77 3.22
C -0.12 1.92 4.07
N -0.66 2.05 5.27
C 0.39 0.55 3.70
H -0.53 1.34 6.01
H -1.22 2.89 5.46
H 1.20 0.18 4.27
H 0.59 0.57 2.63
H -0.47 -0.13 3.86
O 0.37 5.75 -0.18
C -0.45 5.30 0.60
N -0.16 5.26 1.90
C -1.85 4.77 0.26
H 0.78 5.42 2.16
H -0.63 4.63 2.51
H -2.59 5.18 0.94
H -1.83 3.68 0.41
H -1.99 4.85 -0.78
O -3.45 -6.19 -2.07
C -2.27 -5.89 -1.85
N -1.44 -6.69 -1.13
C -1.64 -4.67 -2.46
H -1.96 -7.53 -0.87
H -0.53 -6.39 -0.81
H -0.92 -4.90 -3.23
H -1.14 -4.04 -1.75
H -2.49 -4.19 -2.90
O -1.27 1.54 -8.05
C -0.55 1.50 -7.08
N 0.74 1.92 -7.12
C -0.97 0.92 -5.75
H 1.03 2.36 -7.98
H 1.08 2.45 -6.28
H -2.04 1.01 -5.57
H -0.44 1.41 -4.91
H -0.77 -0.12 -5.74
O 1.73 3.33 -4.71
C 2.02 4.28 -3.96
N 1.14 5.26 -3.65
C 3.40 4.53 -3.34
H 0.18 5.08 -3.84
H 1.33 6.03 -3.04
H 3.19 4.79 -2.31
H 3.85 5.52 -3.68
H 4.09 3.69 -3.37
O -0.93 -0.87 7.43
C 0.18 -1.23 7.18
N 1.32 -0.84 7.89
C 0.58 -2.13 6.09
H 1.26 -0.12 8.60
H 2.20 -1.08 7.51
H -0.17 -2.39 5.37
H 0.91 -3.02 6.58
H 1.39 -1.63 5.56
O 4.91 -0.56 3.44
C 4.08 -1.03 2.69
N 3.51 -0.39 1.62
C 3.64 -2.45 2.86
H 3.55 0.62 1.37
H 2.76 -0.89 1.19
H 2.58 -2.57 2.59
H 3.85 -2.75 3.90
H 4.24 -3.04 2.21
O -2.15 3.26 -3.02
C -2.94 2.95 -3.91
N -3.98 2.13 -3.78
C -2.75 3.61 -5.28
H -4.56 1.92 -4.56
H -4.10 1.69 -2.86
H -3.60 3.53 -6.01
H -1.85 3.19 -5.72
H -2.47 4.63 -5.17
O -0.43 -2.41 3.23
C -0.38 -3.56 2.73
N -0.89 -3.84 1.55
C 0.38 -4.71 3.36
H -1.49 -3.18 1.06
H -0.65 -4.71 1.09
H 0.64 -4.52 4.42
H 1.28 -4.81 2.76
H -0.12 -5.67 3.29
O 0.68 -0.23 -0.09
C -0.54 -0.42 -0.30
N -1.37 -0.69 0.71
C -1.06 -0.45 -1.73
H -2.31 -1.01 0.51
H -1.00 -1.00 1.59
H -1.07 0.53 -2.14
H -2.11 -0.78 -1.90
H -0.38 -0.99 -2.38
O 5.74 3.34 -0.92
C 6.66 2.70 -0.39
N 6.44 1.85 0.69
C 8.06 3.04 -0.90
H 5.51 1.87 1.04
H 7.18 1.65 1.33
H 8.67 3.73 -0.25
H 8.01 3.59 -1.87
H 8.62 2.10 -0.94
O -3.53 -2.86 1.09
C -4.30 -3.62 0.52
N -4.60 -3.59 -0.79
C -4.95 -4.77 1.24
H -4.01 -2.97 -1.33
H -5.22 -4.21 -1.26
H -5.72 -5.18 0.56
H -5.30 -4.45 2.23
H -4.14 -5.54 1.28
O -6.00 -0.92 4.82
C -4.80 -1.17 4.97
N -4.44 -1.83 6.12
C -3.73 -0.99 3.89
H -5.14 -1.92 6.82
H -3.49 -2.03 6.24
H -3.81 -1.81 3.22
H -2.66 -0.95 4.22
H -4.01 -0.09 3.34
O -4.81 0.62 -1.73
C -5.02 0.99 -0.58
N -5.82 0.41 0.29
C -4.42 2.27 -0.17
H -5.92 0.81 1.20
H -6.39 -0.43 0.05
H -4.27 2.20 0.88
H -5.02 3.19 -0.29
H -3.46 2.39 -0.65
O 1.01 -5.38 -0.55
C 1.76 -4.63 -1.17
N 1.80 -3.28 -0.98
C 2.65 -5.12 -2.22
H 0.97 -2.99 -0.46
H 2.08 -2.72 -1.80
H 3.58 -4.55 -2.23
H 2.09 -4.96 -3.18
H 2.92 -6.17 -2.19
*
```

LUMO ... 0.0114 Eh
Strongest force on any atom ... 3.7 eV/A
Relative energy (zero: lowest compared OMol25 entry of this formula, charge and spin) ... 0.0 kJ/mol
E_HOMO ... -8.99 eV


Number 1: orbital gap 8.653 eV. Number 2: orbital gap 8.143 eV. Number 3: orbital gap 9.294 eV.